Record 1
An isolated ion of composition C8H16N3O2S and charge +1 in a non-equilibrium geometry, computed with ωB97M-V/def2-TZVPD.

Each line ends with the Löwdin spin population.
Geometry (Å):
C -1.975 0.655 -0.117  0.405
C -2.762 -1.369 -0.179  0.103
C 3.100 -1.582 0.276  0.000
C -1.573 2.725 1.330  0.016
C 0.477 -1.745 -1.243  0.002
C 2.415 -0.295 -0.418  0.004
C 0.297 -0.447 0.945  0.045
C -1.820 2.142 -0.082  0.045
N -2.825 -0.110 -0.642  0.258
N -1.111 -0.366 0.990  0.472
N 0.886 -0.486 -0.483  0.037
O -3.466 -2.233 -0.537  0.312
O -1.718 -1.564 0.659  0.200
S -0.214 2.429 -0.991  0.084
H 2.825 -2.517 -0.108  0.000
H 4.145 -1.380 0.111  0.000
H 2.976 -1.518 1.322  0.000
H -2.478 2.682 1.946  0.000
H -1.325 3.738 1.303  0.002
H -0.841 2.174 1.927  0.001
H -0.408 -1.527 -1.828  0.000
H 1.220 -2.065 -1.998  0.001
H 0.260 -2.523 -0.533  0.000
H 2.862 -0.005 -1.410  0.002
H 2.573 0.548 0.380  0.000
H 0.501 -1.387 1.558  0.004
H 0.680 0.415 1.479  0.001
H -2.579 2.652 -0.733  0.000
H 0.635 0.590 -0.805  0.001
H -0.758 2.371 -2.115  0.004

Properties
Charge: +1
Energy above the lowest of the compared OMol25 structures with the same formula, charge and spin (kcal/mol): 37.4
HOMO (alpha / beta) (eV): -9.55 / -13.48
HOMO-LUMO gap (alpha / beta) (eV): 6.9 / 6.1
E_tot (a.u.): -1026.852871
M (g/mol): 218.302
Spin multiplicity: 3
LUMO (alpha / beta) (eV): -2.66 / -7.41

***

Record 2
C8H16N3O4RuS5Sb as an isolated structure in a non-equilibrium geometry, computed with ωB97M-V/def2-TZVPD.

Each line ends with the Löwdin spin population.
Geometry (Å):
Ru -1.823 0.208 0.033  1.244
C 0.214 -4.221 1.058  0.000
N 1.054 -3.170 0.491  0.001
C 2.486 -3.403 0.423  0.000
C 0.498 -2.006 0.109  0.002
O -0.701 -1.779 0.255  0.005
C 1.425 -0.959 -0.462  0.002
O 0.657 -0.137 -1.296  0.010
C 1.288 1.084 -1.637  0.001
C 0.320 2.183 -1.228  0.007
O -0.840 2.051 -1.590  0.015
N 0.734 3.230 -0.483  0.003
C 2.062 3.338 0.093  0.001
C -0.279 4.125 0.071  0.002
H 0.360 -4.287 2.139  0.000
H 0.486 -5.172 0.598  0.000
H -0.833 -4.012 0.845  0.000
H 2.703 -4.300 0.999  0.000
H 3.057 -2.584 0.864  0.000
H 2.833 -3.567 -0.600  0.000
H 2.255 -1.404 -1.016  0.000
H 1.812 -0.396 0.399  0.002
H 1.390 1.136 -2.724  0.000
H 2.275 1.158 -1.183  0.000
H 2.837 3.075 -0.623  0.000
H 2.163 2.717 0.989  0.001
H 2.226 4.377 0.377  0.000
H -1.263 3.785 -0.235  0.001
H -0.111 5.145 -0.278  0.000
H -0.223 4.092 1.161  0.001
S -5.976 -1.245 0.415  -0.131
Sb -3.810 -1.829 0.309  -0.118
S -0.478 0.891 1.725  0.143
S -2.886 -0.864 -1.714  -0.233
S -3.381 -4.053 0.382  -0.107
O -4.909 3.290 0.315  0.014
S -4.498 1.949 0.698  0.041
N -3.125 1.556 0.322  0.091

Properties
Charge: -1
Energy above the lowest of the compared OMol25 structures with the same formula, charge and spin (kcal/mol): 38.3
HOMO (alpha / beta) (eV): -4.55 / -4.37
HOMO-LUMO gap (alpha / beta) (eV): 5.1 / 5.4
E_tot (a.u.): -3105.736338
M (g/mol): 601.398
Spin multiplicity: 2
LUMO (alpha / beta) (eV): 0.52 / 1.07

***

Record 3
An isolated ion of composition C8H16NO and charge +1 in a non-equilibrium geometry, computed with ωB97M-V/def2-TZVPD.

Each line ends with the Löwdin charge.
Geometry (Å):
C 0.115 -1.428 -0.933  -0.002
C -0.894 -1.025 -0.220  -0.377
C 2.007 -0.270 0.040  -0.280
C -2.132 -1.735 -0.015  -0.003
C 2.910 0.733 -0.361  0.020
C 1.924 -0.680 1.471  0.053
C -2.239 1.566 -0.588  -0.058
C -0.778 1.417 -0.050  -0.180
N -0.660 0.089 0.600  -0.027
O 1.351 -0.715 -0.977  0.079
H 0.094 -2.016 -1.857  0.154
H -2.873 -1.108 0.633  0.140
H -1.808 -2.696 0.428  0.116
H -2.488 -1.914 -1.009  0.094
H 3.005 0.852 -1.479  0.140
H 3.896 0.704 0.084  0.115
H 2.372 1.743 -0.333  0.155
H 2.911 -0.680 1.850  0.098
H 1.571 -1.619 1.571  0.070
H 1.516 0.138 2.072  0.132
H -2.937 1.648 0.250  0.086
H -2.434 2.502 -1.083  0.074
H -2.592 0.836 -1.238  0.049
H -0.515 2.112 0.740  0.113
H 0.027 1.488 -0.897  0.139
H -1.348 0.060 1.302  0.101

Properties
Charge: +1
Energy above the lowest of the compared OMol25 structures with the same formula, charge and spin (kcal/mol): 77.4
HOMO (eV): -12.72
HOMO-LUMO gap (eV): 8.1
E_tot (a.u.): -444.061558
M (g/mol): 142.222
LUMO (eV): -4.59

***

- Which of these has the lowest E_tot?
  C8H16N3O4RuS5Sb

***

- The lowest charge belongs to which entry?
  C8H16N3O4RuS5Sb

***

- M of number 3 (C8H16NO)?
  142.222 g/mol